[1]
Below is a cluster of 3 separate species, C29H54N2O9S in total, with properties calculated with ωB97M-V/def2-TZVPD.

Values from the calculation:
Frontier orbital gap   8.9 eV
Structure (SMILES)   Cc1cccc(C[C@@]2(CCCCOC=O)CCOS(=O)(=O)C2)c1.COCCNCCOC.COCCNCCOC
Lowest unoccupied orbital energy   0.30 eV
Charge   0

Element x y z (Å)
C: 4.282 -1.499 -4.248
C: -0.237 5.325 2.895
H: -2.495 -0.497 -1.736
H: -1.977 4.734 0.967
C: 1.995 1.461 1.236
C: -2.674 0.855 3.424
H: -1.972 -1.921 0.057
H: 3.587 -5.207 -4.062
H: 4.475 -4.059 -6.061
H: -3.105 0.961 2.356
H: -1.136 2.794 6.144
O: -3.712 0.480 -3.803
H: 1.799 -4.187 -2.685
C: -2.643 -0.517 4.151
O: 2.622 -4.662 -0.815
H: -3.039 -1.441 3.616
C: 4.629 -4.868 -4.083
H: -2.919 -3.198 -0.691
H: -1.077 6.011 3.242
H: -2.037 1.223 -4.786
C: 1.956 0.719 -0.188
C: -0.948 0.487 7.826
C: -2.018 3.569 3.556
H: -2.415 -1.007 -4.531
C: -2.115 2.097 4.149
C: -0.747 3.802 2.576
H: 0.563 2.550 3.984
H: 1.454 3.487 2.694
H: 5.292 -6.413 -1.971
H: 1.270 2.622 -2.502
H: 5.721 -3.270 -5.092
H: -2.945 3.913 2.975
S: 0.694 5.971 1.414
H: -0.638 4.530 -0.960
C: -4.383 0.703 -0.309
H: 3.474 -0.770 -4.160
H: -3.571 -2.814 -3.164
H: 4.724 -1.643 -3.260
H: 0.911 0.532 -0.602
C: -2.565 1.317 -3.833
C: -2.852 -2.112 -0.566
O: 1.056 4.709 0.377
H: -4.612 -1.553 -2.471
H: 1.209 -3.267 -1.291
C: 4.791 -5.474 -1.714
H: -0.745 -0.582 8.187
H: -2.045 -1.744 6.100
H: 5.252 -5.688 -4.452
C: 0.504 2.850 2.868
O: 3.725 -2.712 -4.737
C: -3.417 -0.885 -4.107
H: 2.452 2.496 1.058
H: 0.112 2.945 -0.446
H: -4.162 -2.222 1.113
C: 4.712 -3.693 -5.058
H: -5.022 -1.781 -0.341
H: -4.763 1.574 0.230
H: 2.765 -6.141 -2.278
C: 2.094 -3.724 -1.741
H: -1.892 1.088 -3.005
H: 2.814 -2.923 -1.918
C: -0.136 4.006 -0.060
H: 5.258 -5.112 -0.792
O: 2.721 1.566 -1.138
O: -3.987 -0.267 0.649
C: -1.270 3.823 1.060
H: 0.613 0.622 2.760
O: 2.006 6.544 1.885
H: -1.798 0.918 8.483
H: 3.286 -6.560 -0.663
H: -0.058 1.191 7.971
N: 5.084 -4.480 -2.747
H: -2.902 2.351 -3.726
H: 0.560 5.216 3.725
N: -2.580 -1.499 -1.867
H: -4.137 -1.197 -4.869
H: -1.866 4.286 4.449
H: 5.030 -1.104 -4.943
H: -0.327 1.292 1.339
O: 2.241 0.912 -3.271
H: -3.520 1.035 -0.888
C: 1.999 1.739 -2.351
C: -1.553 1.888 5.594
C: -2.072 -0.729 5.583
O: -0.129 7.037 0.746
C: -3.613 -1.761 -2.870
H: 2.725 0.926 1.956
H: -5.171 0.338 -0.973
C: 0.572 1.498 2.007
H: 4.637 -3.608 -2.486
H: 2.581 -0.249 -0.107
H: -1.944 2.903 0.899
C: -4.087 -1.617 0.203
C: 3.312 -5.758 -1.409
C: -1.529 0.522 6.323

[2]
Below is a cluster of 2 separate species, C11H15N in total, with properties calculated with ωB97M-V/def2-TZVPD.

Values from the calculation:
Frontier orbital gap   8.8 eV
Structure (SMILES)   Cc1c[nH]c2ccccc12.CC
Energy above the lowest of the compared OMol25 structures with the same formula, charge and spin   33.2 kcal per mole
Lowest unoccupied orbital energy   0.88 eV
Charge   0

Element x y z (Å)
C: -0.137 -0.910 1.829
H: 1.973 0.992 -0.818
H: 3.688 0.774 -2.821
C: -0.211 -2.239 1.456
H: 2.718 -0.754 -3.034
H: -0.693 -3.688 -0.100
H: 0.057 -2.922 2.236
C: -1.150 -1.664 -0.679
H: -1.469 0.931 -2.061
H: -1.665 -1.877 -1.610
H: 0.923 2.992 1.565
H: 2.037 1.001 -3.333
C: 2.637 0.328 -2.739
C: 2.055 0.069 -1.371
C: -0.514 0.045 0.907
N: -1.245 0.846 -1.062
H: -0.965 2.937 -0.614
H: 2.555 -0.660 -0.709
H: 0.959 -0.287 -1.397
C: 0.117 2.347 1.982
H: -0.615 2.757 2.655
C: -0.702 -2.657 0.202
C: -0.782 1.940 -0.273
H: 0.671 1.726 2.742
C: -1.056 -0.300 -0.331
C: -0.479 1.479 0.986
H: 0.189 -0.451 2.878

[3]
Below is the molecule C9H10N2O3S, with properties calculated with ωB97M-V/def2-TZVPD.

Values from the calculation:
⟨S²⟩   2.01
Frontier orbital gap (spin up / spin down)   7.4 / 7.0 eV
Energy above the lowest of the compared OMol25 structures with the same formula, charge and spin   0.0 kcal per mole
Multiplicity   3
Lowest unoccupied orbital energy (spin up / spin down)   0.54 / -2.51 eV
Charge   0

Element x y z (Å)
H: 2.753 -2.240 0.096
C: 1.186 0.663 2.108
H: -2.096 2.184 -3.624
H: -2.677 -0.345 -0.191
C: 2.695 -1.210 1.988
H: 0.788 1.517 2.635
O: 2.261 -0.296 -2.283
H: 3.435 -1.844 2.452
C: 0.739 0.372 0.822
O: -1.030 2.991 -1.529
C: -1.317 1.835 -1.793
O: 0.476 -2.006 -2.110
H: -0.084 2.180 0.213
H: 2.489 0.073 3.689
S: 0.987 -0.700 -1.715
N: -1.950 1.470 -2.929
C: 2.305 -1.450 0.679
C: 1.303 -0.688 0.119
H: -1.984 0.510 -3.222
C: -0.985 0.752 -0.837
N: -0.244 1.171 0.216
C: -1.741 -0.525 -0.723
H: -1.972 -0.961 -1.690
C: 2.151 -0.141 2.686
H: -1.165 -1.253 -0.159

[4]
Below is the ion C7H8N with charge +1, with properties calculated with ωB97M-V/def2-TZVPD.

Values from the calculation:
Frontier orbital gap (spin up / spin down)   8.4 / 8.4 eV
Structure (SMILES)   C1=C2C3=[N+]2C[C@@H](C1)C3
Energy above the lowest of the compared OMol25 structures with the same formula, charge and spin   65.8 kcal per mole
Lowest unoccupied orbital energy (spin up / spin down)   -6.30 / -6.30 eV
Charge   +1

Element x y z (Å)
H: -0.345 -2.902 0.041
C: -1.460 -0.920 -0.031
N: -1.575 0.563 0.675
H: -0.224 1.595 -1.762
H: 1.689 1.033 -0.231
C: -0.304 1.146 1.004
C: -0.343 -1.760 0.041
C: 0.684 0.494 -0.054
H: 1.728 -1.406 -0.195
H: -0.075 1.058 2.131
C: -0.180 0.598 -1.373
H: 0.126 0.023 -2.151
C: 0.870 -0.966 0.276
C: -1.477 0.281 -0.684
H: -0.321 2.279 0.980
H: 1.209 -1.115 1.333

[5]
Below is a structure of composition C62H37AsGdI4N4S4Sb, with properties calculated with ωB97M-V/def2-TZVPD.

Values from the calculation:
⟨S²⟩   15.92
Frontier orbital gap (spin up / spin down)   3.7 / 5.2 eV
Multiplicity   8
Lowest unoccupied orbital energy (spin up / spin down)   2.80 / 2.50 eV
Charge   -2

Element x y z (Å)
C: -0.020 0.809 -3.629
C: -0.677 0.934 -6.075
C: -0.338 -1.202 -5.021
C: 5.681 -4.204 -1.710
C: -1.948 3.855 2.157
C: -5.857 4.555 0.200
C: 3.772 -2.430 -0.703
N: 2.079 1.048 0.807
H: -2.826 -4.155 -3.066
H: 4.886 -0.288 1.834
C: -5.906 5.826 -0.360
C: 0.916 1.615 7.232
C: 2.982 0.396 2.789
C: 1.279 0.489 -3.198
H: 2.178 -3.433 4.605
C: -0.627 -1.840 -6.223
C: -2.267 -1.401 1.610
C: 3.939 0.720 -0.759
C: 3.473 0.009 -3.234
C: -0.616 -5.382 -0.833
H: 2.273 -0.224 -5.077
C: -3.482 4.460 -0.381
H: -2.401 -2.055 -1.680
C: 0.884 1.728 2.916
H: 0.982 -1.624 3.566
H: -2.767 4.533 2.304
C: 0.949 -2.561 3.041
C: -4.216 -2.297 2.692
C: 0.345 -4.161 1.329
C: -4.600 -1.034 3.067
C: -1.922 2.979 -1.568
C: 4.438 -4.673 -1.375
C: 3.084 0.376 -1.940
H: 3.127 0.343 3.866
H: 2.947 -1.789 -0.341
C: 3.303 0.522 0.564
C: 1.866 1.007 2.162
C: 1.931 2.307 6.597
H: -2.752 -3.500 1.739
C: -2.185 2.021 -3.598
H: -0.857 0.485 4.666
H: -0.130 -1.821 -4.150
S: 5.488 -0.239 -0.888
C: -1.081 -3.138 -0.395
H: 6.927 -2.478 -1.811
As: -0.552 -1.593 0.674
C: 3.490 -3.797 -0.880
N: 1.787 0.715 -1.937
C: 5.958 -2.857 -1.540
H: -0.741 1.992 -5.993
S: 6.624 3.494 -1.297
H: -4.600 2.813 0.483
H: 6.455 -4.832 -2.099
H: -5.465 -0.881 3.655
C: -2.704 -0.118 1.925
C: 5.025 -1.919 -1.037
C: -4.762 6.477 -0.873
H: 4.461 -0.254 -3.549
C: 0.327 -2.853 1.834
C: -0.062 0.951 6.514
H: 2.434 -5.554 3.628
C: 3.893 0.095 1.769
I: -1.639 -2.067 -9.032
C: -2.205 3.650 -0.383
C: -0.301 0.193 -4.973
H: -2.652 6.346 -1.113
Gd: 1.233 2.625 -0.647
H: 2.673 2.848 4.586
C: -1.447 -5.304 -1.924
C: 1.169 -5.164 1.915
C: -0.461 -4.291 0.019
H: -3.614 3.532 -2.888
S: 3.398 3.912 0.914
H: -1.381 0.834 -8.122
H: -4.791 7.501 -1.203
C: -1.062 0.307 -7.265
H: -4.250 1.077 2.825
C: -0.013 0.970 5.091
H: -2.536 1.810 -4.620
C: -3.900 0.053 2.624
C: -0.179 2.473 2.378
H: -4.807 -3.153 3.008
I: 3.921 -6.684 -1.854
H: -1.095 3.364 4.188
C: -3.570 5.777 -0.839
H: 2.481 -4.092 -0.615
H: -2.151 0.757 1.628
N: -0.814 2.157 -1.733
N: -0.408 2.605 1.044
C: -2.732 2.925 -2.751
C: -2.114 -4.129 -2.257
H: -0.067 -6.295 -0.666
C: 0.958 1.647 4.401
I: 0.873 1.443 9.296
H: -1.465 -6.197 -2.516
C: -1.114 3.263 3.100
S: 2.965 3.702 -2.610
C: -4.630 3.841 0.121
C: 1.951 2.306 5.194
C: -1.931 -3.013 -1.465
C: 1.706 -3.601 3.637
H: -6.693 4.154 0.676
I: -7.584 7.082 -0.170
C: 1.814 -4.874 3.085
C: -3.044 -2.482 1.979
H: 1.300 -6.122 1.402
C: -0.960 1.570 -3.012
C: -1.571 3.389 0.896
C: -0.972 -1.071 -7.331
H: 2.609 2.875 7.203
C: 2.353 0.057 -4.032
Sb: 4.453 3.010 -0.919
H: -0.673 -2.925 -6.275
H: -0.848 0.443 7.008

[6]
Below is a structure of composition C48H62BF5N8OS5V, with properties calculated with ωB97M-V/def2-TZVPD.

Values from the calculation:
⟨S²⟩   3.80
Frontier orbital gap (spin up / spin down)   6.0 / 5.6 eV
Energy above the lowest of the compared OMol25 structures with the same formula, charge and spin   0.0 kcal per mole
Multiplicity   4
Lowest unoccupied orbital energy (spin up / spin down)   0.00 / -0.01 eV
Charge   0

Element x y z (Å)
F: 1.217 4.267 -0.270
N: -2.512 -1.550 0.102
C: -4.228 -2.746 -5.154
H: -4.490 -5.811 -1.874
S: -1.535 2.458 -1.092
H: -4.946 -2.681 -5.976
H: -7.304 0.877 -3.922
C: 6.328 0.310 -4.518
H: -2.990 -4.861 -1.834
H: 3.438 4.325 -5.042
H: -4.079 -3.801 -4.909
H: 4.356 -0.446 -4.118
H: -3.108 4.155 -2.869
C: -7.817 0.437 -1.255
C: -0.467 -2.179 -2.072
F: -0.799 5.969 3.599
H: -2.313 -5.944 0.381
C: -2.717 -1.824 3.830
V: -0.200 0.468 -0.363
C: 4.348 -0.489 -1.399
C: -6.752 -0.242 -2.126
H: -4.647 -2.250 -4.277
H: 6.740 0.428 -0.678
C: -4.144 -4.829 0.009
N: -2.335 -1.442 -3.318
C: 0.778 2.778 2.974
H: 3.154 1.278 -5.338
C: 2.943 3.179 -3.311
H: 3.388 0.072 4.348
H: -7.959 1.485 -1.524
N: -3.104 -2.675 -0.322
C: -4.117 2.497 -1.975
H: 4.260 1.878 -2.313
H: -2.205 -3.859 -6.607
S: -1.327 0.076 1.840
H: -1.352 -2.370 -7.054
H: 3.256 3.995 -2.658
C: -3.378 -6.014 0.612
C: 3.886 1.038 2.470
H: 8.588 1.201 -2.154
O: 4.569 -1.152 -0.411
C: -3.545 -3.536 0.544
H: 3.526 2.393 -6.657
H: 3.017 -0.301 1.002
N: -3.207 0.373 -1.397
H: -7.539 0.392 -0.200
H: 4.817 1.837 0.679
H: -6.406 -0.613 -4.242
C: 7.664 0.837 -2.583
H: -1.663 -1.755 4.102
H: 1.256 -4.514 -3.886
H: -3.490 -6.062 1.697
C: -4.034 -4.885 -1.514
H: 5.382 0.221 1.139
H: -5.742 -4.863 1.501
S: 0.908 0.834 -2.921
C: 2.520 0.884 -2.463
H: -3.155 -0.850 4.052
S: 0.463 -1.998 -0.615
C: -2.322 -2.786 -6.774
H: 4.476 -0.865 3.316
C: -2.290 -1.264 1.395
C: 2.687 0.461 1.716
H: -6.054 -5.848 0.070
C: -3.466 -3.269 1.934
C: -0.840 -2.997 -4.278
C: -5.299 1.872 -2.191
C: 1.157 2.893 1.644
C: -3.945 3.966 -2.195
H: -3.699 4.464 -1.256
H: 1.126 -4.461 -2.110
C: 5.077 1.196 1.527
C: -2.855 -2.142 2.377
H: -2.228 -0.107 -6.173
H: -7.599 -2.197 -1.814
H: 2.034 -3.223 -2.942
C: -5.621 -4.908 0.416
H: 5.929 1.647 2.038
H: -3.571 -0.083 -5.025
H: 1.957 2.463 -5.840
H: 5.090 0.535 4.200
H: 1.944 -0.003 2.361
H: -4.537 -4.037 -1.980
C: 0.202 5.125 1.643
F: -0.211 3.667 4.914
B: -2.019 -0.567 -1.021
N: -4.398 -0.225 -1.581
H: -6.293 -1.793 -0.678
C: 7.511 0.783 -3.962
C: -6.627 -1.707 -1.713
H: 1.856 3.201 -3.379
C: -3.012 1.704 -1.502
H: -8.107 -0.686 -3.757
H: -3.860 -0.532 -6.718
H: -2.999 -2.658 -7.620
H: -0.557 -3.614 -5.120
C: -2.903 -2.081 -5.550
H: 2.324 -0.820 -1.361
C: 1.150 -3.861 -3.020
C: -0.168 4.982 2.968
F: -0.071 6.254 0.993
H: 4.670 3.163 -4.588
C: 4.228 0.144 3.656
C: -5.424 0.478 -1.946
C: -1.966 -2.168 -4.349
C: -7.164 -0.158 -3.601
N: 3.038 -0.200 -1.771
F: 1.027 1.668 3.674
C: -3.156 -0.607 -5.886
C: 5.443 -0.037 -2.311
N: -1.606 -1.457 -2.215
H: 6.213 0.259 -5.593
H: 3.613 2.029 2.846
H: -8.775 -0.072 -1.378
H: -6.151 2.439 -2.546
H: -3.203 -2.587 4.438
C: 0.861 4.094 1.008
C: 3.026 2.303 -5.692
H: 8.317 1.106 -4.607
S: 1.869 1.644 0.607
C: 5.289 -0.091 -3.694
C: -0.081 -3.020 -3.135
H: -3.882 -3.971 2.647
H: -6.188 -4.086 -0.026
H: -4.855 4.400 -2.608
C: 0.131 3.809 3.634
C: 6.634 0.414 -1.756
N: 3.313 1.932 -2.653
H: -5.900 -2.234 -2.332
H: -3.759 -6.950 0.197
C: 3.588 3.302 -4.687

[7]
Below is a structure of composition C21H37NOP2SiW, with properties calculated with ωB97M-V/def2-TZVPD.

Values from the calculation:
⟨S²⟩   2.02
Frontier orbital gap (spin up / spin down)   5.7 / 6.2 eV
Energy above the lowest of the compared OMol25 structures with the same formula, charge and spin   3.0 kcal per mole
Multiplicity   3
Lowest unoccupied orbital energy (spin up / spin down)   -0.19 / -0.37 eV
Charge   0

Element x y z (Å)
H: 2.401 -3.002 -1.760
H: -2.722 -2.585 2.398
H: 2.408 2.181 0.355
C: 0.495 4.210 -0.873
N: -0.194 1.946 -0.345
H: -0.898 -0.287 -4.095
H: -2.479 0.523 -4.484
H: -3.988 -1.213 -1.354
H: 4.904 -3.407 1.232
H: 4.008 -1.213 0.551
C: -3.349 1.635 -2.063
H: -4.069 1.463 -2.895
H: 0.834 -1.644 3.451
C: -0.723 6.070 0.065
H: -1.941 3.084 1.217
H: 2.178 -1.793 -3.030
Si: -1.980 -0.523 1.062
H: -2.496 -2.968 0.714
H: -3.373 -0.178 0.643
H: 2.285 -1.303 -1.319
H: -0.375 -3.352 -0.006
H: -1.111 -2.791 1.777
C: 0.067 -3.653 -0.956
H: 1.819 1.001 3.491
C: 1.855 -2.063 -2.001
C: -3.409 -1.142 -2.284
H: 0.107 0.600 3.262
H: 0.228 -1.319 0.185
H: 3.534 1.389 1.513
H: -3.858 1.650 -1.084
C: 2.280 -3.235 3.370
C: -1.498 5.172 0.805
H: -2.874 -2.082 -2.482
C: -2.089 -2.374 1.531
C: 3.417 -3.742 2.754
H: 1.189 3.779 -1.597
H: 3.381 0.811 -0.177
H: 1.008 -4.134 -0.646
H: -0.887 7.147 0.166
C: 2.288 -1.350 1.867
C: 1.716 -2.032 2.942
C: 0.397 -2.462 -1.875
C: 3.486 -1.802 1.306
P: 1.456 0.153 1.233
O: -0.490 -2.153 -2.709
H: -0.624 -4.407 -1.420
C: -1.296 3.809 0.721
H: -2.252 5.561 1.474
C: 0.986 1.038 2.772
C: 4.022 -3.013 1.729
C: 0.279 5.565 -0.768
H: -1.927 0.148 2.408
H: -2.777 2.568 -2.221
W: -0.233 0.038 -0.519
C: -0.289 3.272 -0.129
P: -2.161 0.208 -2.137
H: -4.079 -0.871 -3.118
C: -1.593 0.521 -3.840
H: -1.099 1.499 -3.907
C: 2.833 1.223 0.678
H: 3.819 -4.714 3.044
H: 0.758 2.084 2.526
H: 1.797 -3.796 4.164
H: 0.900 6.258 -1.318

Q: charge of number 3 (C9H10N2O3S)?
A: 0

Q: The highest charge belongs to which entry?
A: C7H8N

Q: The highest charge belongs to which entry?
A: C7H8N